Entry 1:
{"formula": "C5H8O", "method": "ωB97M-V/def2-TZVPD", "homo_ev": -9.65, "charge": 0, "gap_ev": 10.8, "e_tot_ha": -270.5096, "symbols": ["O", "C", "C", "C", "C", "C", "H", "H", "H", "H", "H", "H", "H", "H"], "xyz": [[2.460, -0.166, -0.850], [1.898, 0.337, 0.100], [0.510, -0.016, 0.548], [-0.225, -1.120, -0.246], [-1.485, -0.225, -0.256], [-0.601, 0.986, 0.112], [2.542, 1.130, 0.510], [0.479, -0.181, 1.631], [0.219, -1.236, -1.240], [-0.306, -2.104, 0.225], [-2.052, -0.161, -1.188], [-2.171, -0.481, 0.558], [-0.300, 1.555, -0.775], [-0.968, 1.681, 0.873]], "forces_ev_per_a": [[-0.66, -0.60, -0.09], [1.17, -0.03, -1.07], [0.18, 0.08, 0.09], [0.06, -0.11, -0.01], [-0.18, -0.01, -0.02], [0.01, 0.20, 0.02], [-0.82, 0.39, 1.09], [0.07, 0.06, -0.15], [-0.07, 0.04, 0.18], [0.04, 0.19, -0.08], [0.09, -0.02, 0.16], [0.09, 0.04, -0.12], [-0.04, -0.10, 0.14], [0.04, -0.11, -0.13]], "nbo_charge": [-0.5321, 0.4242, -0.3317, -0.3952, -0.3967, -0.3802, 0.1265, 0.2232, 0.2274, 0.2093, 0.2073, 0.2011, 0.2078, 0.2092]}

***

Entry 2:
{"formula": "C13H15FePSe2", "method": "ωB97M-V/def2-TZVPD", "homo_ev": [-6.37, -7.70], "charge": 0, "spin_multiplicity": 5, "gap_ev": [6.7, 7.5], "e_tot_ha": -6912.2178, "symbols": ["Fe", "C", "H", "H", "H", "H", "H", "Se", "P", "Se", "C", "C", "C", "C", "C", "C", "C", "C", "C", "C", "C", "C", "H", "H", "H", "H", "H", "H", "H", "H", "H", "H"], "xyz": [[0.157, 0.165, -2.650], [0.018, 0.070, -5.439], [1.066, 0.283, -5.649], [-0.268, -0.883, -5.893], [-0.613, 0.864, -5.851], [-0.216, -0.020, -4.311], [-1.274, -0.610, -2.502], [2.036, -0.668, -1.618], [0.244, 0.013, -0.438], [-1.916, 0.847, -2.251], [-0.505, -1.263, 0.617], [-0.612, -1.091, 2.014], [-0.934, -2.171, 2.822], [-1.253, -3.410, 2.242], [-1.252, -3.547, 0.838], [-0.883, -2.480, 0.030], [0.657, 1.350, 0.705], [1.839, 1.225, 1.450], [2.140, 2.193, 2.416], [1.293, 3.294, 2.582], [0.157, 3.447, 1.783], [-0.162, 2.480, 0.830], [-0.422, -0.113, 2.463], [-0.937, -2.063, 3.911], [-1.512, -4.257, 2.871], [-1.531, -4.498, 0.390], [-0.865, -2.574, -1.057], [2.507, 0.385, 1.264], [3.035, 2.070, 3.025], [1.529, 4.047, 3.336], [-0.489, 4.325, 1.892], [-1.034, 2.591, 0.177]], "forces_ev_per_a": [[1.21, 1.10, -0.15], [-0.36, -0.19, 0.54], [-0.07, -0.06, 0.25], [0.10, 0.12, 0.13], [0.10, -0.13, 0.29], [0.11, 0.01, -2.91], [-1.71, -0.16, 0.05], [0.59, -0.42, 0.88], [0.75, -0.20, 1.69], [-1.73, 0.17, -0.75], [0.29, -0.18, 0.27], [0.23, 0.14, -0.40], [-0.39, -0.61, -0.05], [0.19, 0.48, -0.59], [-0.13, 0.01, 0.69], [0.15, 0.22, 0.23], [0.67, 0.05, -0.04], [-0.32, 0.67, 0.39], [-0.19, -0.23, -0.39], [0.02, -0.06, 0.01], [-0.01, 0.07, -0.02], [0.08, -0.29, 0.02], [0.12, -0.42, -0.17], [-0.08, 0.01, -0.43], [0.05, 0.11, -0.10], [0.05, 0.19, 0.09], [0.10, -0.11, 0.30], [-0.18, 0.14, 0.16], [-0.19, 0.16, -0.11], [-0.07, -0.21, -0.22], [0.32, -0.34, 0.00], [0.30, -0.07, 0.35]], "nbo_charge": [0.7298, -0.7824, 0.2241, 0.2302, 0.2342, 0.0852, -0.0208, -0.4915, 0.6869, -0.4248, -0.2797, -0.2264, -0.2115, -0.1969, -0.2076, -0.2198, -0.2965, -0.2141, -0.2122, -0.1991, -0.2123, -0.2202, 0.2272, 0.2191, 0.2169, 0.2184, 0.2215, 0.2301, 0.2197, 0.2181, 0.2208, 0.2339]}